111
Properties=species:S:1:pos:R:3 method="wB97M-V/def2-TZVPD" total_charge=+1 gap_ev=6.8813 e_tot_ev=-72951.8058 lumo_ev=-3.867
C 0.5993 -1.9872 -3.7825
C 0.5759 -0.5818 -3.1365
C 1.8925 -0.3254 -2.4133
C 1.9437 0.9769 -1.5652
C 2.9777 0.8780 -0.4203
N 0.6383 1.3589 -1.0434
C -0.1539 2.4523 -1.1607
N 0.1036 3.5865 -1.8997
I -1.3644 5.0522 -1.8161
P 1.4780 3.9116 -2.8325
O 2.6990 3.8318 -2.0505
O 1.2823 5.3562 -3.4456
O 1.4639 2.9208 -4.0728
N -1.2606 2.3387 -0.4402
C -1.1567 1.1471 0.1628
N -0.0351 0.5331 -0.1801
C 0.3820 -0.7904 0.2933
C -0.6116 -1.4130 1.2412
C -0.3058 -2.9101 1.4642
C 1.1668 -3.2223 1.6802
C -0.8686 -3.6911 0.2502
C -2.2566 -4.2575 0.5119
C -3.3826 -3.2463 0.4683
C -3.7496 -2.4805 -0.5636
C -3.0218 -2.3981 -1.8758
C -4.9786 -1.6008 -0.4201
H 0.1010 -1.9525 -4.7441
H 0.1084 -2.7133 -3.1452
H 1.6269 -2.2957 -3.9348
H 0.4546 0.1766 -3.9043
H -0.2638 -0.5709 -2.4507
H 2.1312 -1.1473 -1.7453
H 2.7086 -0.2846 -3.1260
H 2.3637 1.7075 -2.2315
H 3.3712 -0.1238 -0.3045
H 2.5148 1.2015 0.5073
H 3.7861 1.5758 -0.5847
H 0.5794 5.3544 -4.1097
H 0.5852 2.8094 -4.4577
H -1.9658 0.8443 0.7982
H 0.5239 -1.4599 -0.5469
H 1.3454 -0.7380 0.7818
H -1.6299 -1.3824 0.8685
H -0.5764 -0.9055 2.2065
H -0.8520 -3.2431 2.3404
H 1.7855 -2.9324 0.8361
H 1.2757 -4.3007 1.7540
H 1.5666 -2.8056 2.6004
H -0.1791 -4.4919 -0.0130
H -0.8723 -3.0250 -0.6029
H -2.2465 -4.6778 1.5139
H -2.4917 -5.0840 -0.1545
H -3.9907 -3.1678 1.3586
H -2.1029 -1.8155 -1.7858
H -2.7347 -3.3696 -2.2701
H -3.6238 -1.8769 -2.6092
H -5.2039 -1.1057 -1.3577
H -4.7415 -0.8279 0.3093
H -5.8147 -2.1742 -0.0561
C 7.7802 2.8366 1.5815
C 7.6762 1.6299 2.5116
C 6.2026 1.2637 2.3896
O 5.8041 1.6346 1.0638
C 6.8196 2.4469 0.4696
H 8.7893 3.0288 1.2221
H 7.4226 3.7345 2.0898
H 8.2960 0.8140 2.1329
H 7.9770 1.8372 3.5367
H 5.5898 1.8224 3.1049
H 6.0199 0.1981 2.5345
H 7.3218 1.8482 -0.2960
H 6.3614 3.3117 -0.0123
C -4.0865 4.3888 3.7427
C -3.7363 4.2887 2.2601
C -3.3045 2.8347 2.1479
O -4.0517 2.1077 3.1182
C -4.7046 3.0230 4.0082
H -4.7602 5.2096 3.9799
H -3.1768 4.5124 4.3342
H -4.6262 4.4643 1.6517
H -2.9628 4.9860 1.9413
H -2.2363 2.7200 2.3779
H -3.4981 2.4160 1.1573
H -5.7755 3.0200 3.7823
H -4.5666 2.6848 5.0345
C -9.0893 -0.9836 2.8256
C -9.7707 -2.1376 2.0967
C -8.7020 -2.5425 1.0924
O -7.4389 -2.2583 1.7066
C -7.6455 -1.4612 2.8781
H -9.5022 -0.7817 3.8123
H -9.1632 -0.0699 2.2312
H -9.9643 -2.9571 2.7920
H -10.7119 -1.8643 1.6234
H -8.7794 -1.9543 0.1712
H -8.7431 -3.6004 0.8320
H -7.4667 -2.0874 3.7584
H -6.9260 -0.6410 2.8846
C 7.6674 -0.0018 -2.3334
C 7.8878 -1.1976 -3.2562
C 6.6910 -2.0755 -2.9179
O 5.6301 -1.1860 -2.5486
C 6.1523 0.1343 -2.3617
H 8.1788 0.9035 -2.6565
H 8.0053 -0.2433 -1.3223
H 7.8389 -0.8784 -4.2994
H 8.8385 -1.7035 -3.1000
H 6.9059 -2.7304 -2.0672
H 6.3664 -2.6924 -3.7559
H 5.8261 0.7570 -3.2033
H 5.7448 0.5537 -1.4405

---

108
Properties=species:S:1:pos:R:3 method="wB97M-V/def2-TZVPD" total_charge=-1 gap_ev=5.0165 e_tot_ev=-50690.1822 relative_energy_kcal_mol=0.0 lumo_ev=1.875
Ba -0.1250 -0.1643 -0.3183
C 0.7180 3.8926 -0.7945
C 2.0669 3.6503 -0.0316
C 1.9038 4.4377 1.2887
C 3.0944 4.3068 2.1725
C 3.1736 2.8335 2.5804
C 3.3336 1.8575 1.3424
N 2.3163 2.2126 0.2833
O 2.3378 1.3402 -0.8908
C 3.0185 0.4378 1.8079
C 4.8450 1.9480 0.8140
C 3.1498 4.3688 -0.8915
H -0.1469 3.6245 -0.1878
H 0.5909 3.2466 -1.6632
H 0.5583 4.9640 -0.9159
H 0.9474 4.0850 1.6748
H 1.9213 5.5120 1.1052
H 3.0020 4.8682 3.1022
H 3.9720 4.7032 1.6618
H 2.3479 2.5131 3.2157
H 4.0734 2.8366 3.1955
H 2.0386 0.2922 2.2624
H 3.6825 0.0247 2.5671
H 3.0643 -0.2804 0.9892
H 5.0676 1.2823 -0.0199
H 5.4884 1.8343 1.6865
H 5.1345 2.9559 0.5165
H 2.8519 5.3931 -1.1153
H 3.1704 3.9864 -1.9120
H 4.1764 4.4713 -0.5400
C -1.0222 1.8903 2.5774
C -1.7243 0.6998 3.3142
C -3.1957 1.1992 3.4938
C -4.1827 0.0730 3.9951
C -4.0735 -1.0776 3.0178
C -2.6130 -1.6413 2.9282
N -1.6939 -0.5345 2.5229
O -0.3207 -1.0398 2.2815
C -2.8035 -2.7190 1.8604
C -2.3372 -2.4797 4.2774
C -1.0567 0.6385 4.6891
H -1.2735 2.8291 3.0709
H -1.3257 1.9647 1.5332
H 0.0588 1.7682 2.5105
H -3.5574 1.7291 2.6126
H -3.1744 2.0200 4.2106
H -5.1531 0.5694 3.9988
H -3.8598 -0.2423 4.9873
H -4.4896 -0.8954 2.0269
H -4.6198 -1.8301 3.5866
H -1.8849 -3.2239 1.5615
H -3.1164 -2.2138 0.9467
H -3.4912 -3.4629 2.2625
H -2.3858 -3.5633 4.1702
H -2.9495 -2.3015 5.1614
H -1.3076 -2.3315 4.6030
H -1.2152 1.6184 5.1394
H 0.0100 0.4146 4.7010
H -1.5242 -0.0314 5.4108
C 1.0655 -1.2444 -4.0051
C 1.4206 -2.5955 -3.4282
C 2.9874 -2.5783 -3.4984
C 3.6921 -3.7233 -2.7000
C 3.0605 -3.7931 -1.2428
C 1.5117 -3.9219 -1.1857
N 0.9097 -2.7914 -2.0109
O -0.5128 -2.5372 -1.7735
C 1.1953 -3.6858 0.3271
C 1.1054 -5.3761 -1.5400
C 0.8715 -3.6964 -4.4031
H 1.4980 -0.9704 -4.9673
H 1.3535 -0.3994 -3.3796
H -0.0234 -1.2169 -4.0450
H 3.3361 -1.6761 -2.9958
H 3.3587 -2.6264 -4.5221
H 4.7539 -3.4807 -2.7426
H 3.6433 -4.7302 -3.1145
H 3.3841 -2.8868 -0.7311
H 3.5203 -4.6571 -0.7630
H 0.1347 -3.7842 0.5583
H 1.5656 -2.7424 0.7284
H 1.7662 -4.4005 0.9198
H 1.3417 -5.6514 -2.5678
H 0.0374 -5.5679 -1.4365
H 1.6312 -6.0927 -0.9090
H 1.3982 -4.6398 -4.2592
H 0.8691 -3.4980 -5.4748
H -0.1717 -3.9188 -4.1786
C -4.1213 -0.5531 -2.0980
C -3.9276 0.1739 -0.8262
O -2.8847 0.0998 -0.1775
C -5.1329 0.8858 -0.2277
H -3.7760 0.1286 -2.8752
H -5.1806 -0.7262 -2.2876
H -3.5325 -1.4690 -2.1486
H -6.0216 0.3890 -0.6167
H -5.1874 1.8942 -0.6379
H -5.2043 0.9309 0.8591
C -1.6953 1.1404 -4.7944
C -1.5522 1.9184 -3.4879
O -1.1724 1.3130 -2.4654
C -1.8237 3.3869 -3.4959
H -2.1115 0.1691 -4.5272
H -0.6711 1.0118 -5.1445
H -2.2936 1.6517 -5.5486
H -2.0690 3.7202 -2.4875
H -2.7259 3.5316 -4.0902
H -1.1108 4.0253 -4.0176

---

113
Properties=species:S:1:pos:R:3 method="wB97M-V/def2-TZVPD" total_charge=0 smiles="C/C(Cl)=C(/Cl)C1=C(Br)C(=O)C([PH2]=N)=C(F)C1=O.CCOCC.CCOCC.CCOCC.CCOCC.CCOCC.CCOCC" gap_ev=7.5036 e_tot_ev=-160248.6477 lumo_ev=-1.669
C -1.5724 2.3205 4.5582
C -0.1594 2.7985 4.8754
Cl 0.0452 3.6622 6.4041
C 0.8766 2.6191 4.0588
Cl 2.4565 3.2718 4.5736
C 0.7983 1.9322 2.7263
C 1.5039 0.8232 2.4908
Br 2.6439 0.0054 3.8113
C 1.4050 0.2052 1.0805
O 1.3161 -0.9527 0.8718
C 1.3839 1.2419 -0.0581
P 2.3093 1.0066 -1.6498
N 1.6180 0.0207 -2.6614
C 0.6684 2.3280 0.1760
F 0.5427 3.2933 -0.7266
C -0.0416 2.4615 1.5453
O -1.1326 2.8964 1.6476
H -2.1612 2.4395 5.4923
H -2.0862 2.9532 3.8150
H -1.6318 1.2465 4.3081
H 3.6165 0.5849 -1.2635
H 2.4806 2.3246 -2.1620
H 0.7668 -0.3556 -2.2465
C -0.0594 -0.4480 -6.3677
C 0.7042 0.7740 -5.8877
O 1.2524 1.5547 -6.9423
C 0.3277 2.0917 -7.8706
C -0.7021 3.0162 -7.2432
H 0.5862 -1.0863 -6.9756
H -0.4241 -1.0256 -5.5169
H -0.9214 -0.1777 -6.9799
H 1.5449 0.4453 -5.2786
H 0.0789 1.3974 -5.2400
H -0.1600 1.2849 -8.4291
H 0.9172 2.6563 -8.5957
H -1.3256 2.4987 -6.5129
H -1.3586 3.4284 -8.0118
H -0.2082 3.8417 -6.7263
C -5.4853 -3.4209 -7.7061
C -4.1201 -2.7584 -7.7903
O -3.4715 -2.6291 -6.5380
C -3.2042 -3.8347 -5.8394
C -2.3093 -4.7946 -6.6041
H -6.1380 -2.8638 -7.0302
H -5.9503 -3.4575 -8.6929
H -5.4206 -4.4430 -7.3304
H -4.2420 -1.7450 -8.1763
H -3.4735 -3.2846 -8.5008
H -4.1432 -4.3181 -5.5482
H -2.7045 -3.5506 -4.9118
H -2.7635 -5.1200 -7.5415
H -2.1078 -5.6829 -6.0034
H -1.3593 -4.3154 -6.8498
C -4.4758 0.8362 9.3598
C -3.0376 1.1849 9.0150
O -2.8872 2.4615 8.4176
C -3.3129 3.5720 9.1894
C -2.5808 3.7128 10.5128
H -5.1032 0.8798 8.4669
H -4.5316 -0.1696 9.7795
H -4.8991 1.5260 10.0912
H -2.6632 0.4625 8.2877
H -2.3927 1.0996 9.8960
H -4.3968 3.5326 9.3436
H -3.1200 4.4572 8.5807
H -2.7455 2.8544 11.1656
H -2.9221 4.6048 11.0404
H -1.5050 3.7959 10.3458
C -5.6944 -2.5798 -2.6865
C -5.8059 -4.0907 -2.5745
O -4.5909 -4.7222 -2.2009
C -4.0433 -4.3408 -0.9504
C -4.9619 -4.6140 0.2284
H -4.9207 -2.3079 -3.4083
H -6.6441 -2.1509 -3.0111
H -5.4295 -2.1187 -1.7338
H -6.0781 -4.4958 -3.5506
H -6.6088 -4.3760 -1.8863
H -3.7405 -3.2881 -0.9751
H -3.1278 -4.9223 -0.8293
H -5.8935 -4.0500 0.1611
H -4.4702 -4.3379 1.1626
H -5.2225 -5.6734 0.2706
C 6.0313 -4.1913 -1.4903
C 4.9443 -5.1128 -0.9625
O 4.3155 -4.6380 0.2150
C 3.6593 -3.3843 0.1138
C 2.5461 -3.3553 -0.9180
H 6.7961 -4.0284 -0.7277
H 6.5024 -4.6275 -2.3729
H 5.6365 -3.2142 -1.7723
H 5.3905 -6.0741 -0.7028
H 4.1966 -5.3175 -1.7362
H 4.3908 -2.5897 -0.0776
H 3.2356 -3.1822 1.0992
H 2.9161 -3.5445 -1.9269
H 2.0585 -2.3821 -0.9191
H 1.7993 -4.1204 -0.6942
C 8.4432 6.4376 3.9546
C 7.4855 5.7731 4.9294
O 6.1218 5.8960 4.5633
C 5.7541 5.3362 3.3144
C 6.0153 3.8431 3.2133
H 8.2044 7.4979 3.8490
H 9.4710 6.3425 4.3090
H 8.3909 5.9897 2.9612
H 7.5830 6.2530 5.9042
H 7.7459 4.7193 5.0759
H 6.2469 5.8759 2.4980
H 4.6837 5.5182 3.2022
H 7.0753 3.6044 3.3120
H 5.6753 3.4641 2.2477
H 5.4844 3.3094 4.0042

---

119
Properties=species:S:1:pos:R:3 method="wB97M-V/def2-TZVPD" total_charge=+1 gap_ev=6.9318 e_tot_ev=-220061.1507 lumo_ev=-3.766
C -4.0719 -1.0741 3.9035
C -2.7409 -1.6048 3.3572
O -2.2228 -0.6401 2.4463
C -1.5432 -1.0746 1.3238
N -2.3366 -1.6062 0.2253
C -2.1647 -1.0034 -1.1000
C -3.7738 -1.6022 0.4574
C -4.4723 -2.9339 0.2758
O -4.4007 -0.6405 0.7231
C -0.7186 0.2772 1.1288
C -1.2706 1.5276 0.4814
C -0.4557 2.1507 -0.6724
C -0.9439 1.7713 -2.0907
Cl -0.7803 3.9325 -0.5508
N 0.4254 0.1882 1.7188
C 1.5917 1.0289 1.9695
Br 2.9606 0.6232 0.6390
C 1.4465 2.6046 2.1174
C 2.0591 3.0207 3.4858
Br 2.5908 3.5345 0.7968
C 0.5956 -1.1854 2.3391
C 0.4735 -1.2387 3.8925
C -0.1048 0.0184 4.5597
O -0.8285 -0.3282 5.7330
Si -1.1182 0.9501 6.8142
C -2.9578 0.8811 7.2588
C -0.7908 2.6668 6.0867
C -0.0858 0.7493 8.3645
C -0.3065 -2.0512 1.4815
B -0.5597 -3.5803 1.9079
O -1.6118 -4.3084 1.3775
N 0.2989 -4.2418 2.9253
C 0.8572 -5.5253 2.4214
C -0.6839 -4.5950 4.0014
C 0.5268 -2.2993 0.1626
F -0.2045 -3.0992 -0.7223
C 1.8165 -3.1150 0.3790
C 2.9188 -2.6629 -0.6152
H -3.9498 -0.0414 4.2163
H -4.8534 -1.1322 3.1543
H -4.3306 -1.6965 4.7593
H -2.1262 -1.8270 4.2265
H -2.9870 -2.5605 2.8799
H -1.1309 -0.8076 -1.3508
H -2.4893 -1.7448 -1.8340
H -2.7971 -0.1362 -1.2783
H -3.7750 -3.7501 0.1266
H -5.0376 -2.8333 -0.6552
H -5.2007 -3.1134 1.0599
H -1.4982 2.2428 1.2664
H -2.2440 1.2691 0.0768
H 0.6064 1.9274 -0.6561
H -0.3423 0.9242 -2.4260
H -1.9915 1.5014 -2.0886
H -0.7179 2.5929 -2.7604
H 2.0445 0.7044 2.8936
H 0.4400 2.9987 2.1115
H 3.0903 3.3266 3.3788
H 1.9527 2.2405 4.2402
H 1.4867 3.8712 3.8481
H 1.6690 -1.3172 2.2360
H -0.0624 -2.1219 4.2136
H 1.4706 -1.3633 4.3053
H 0.7524 0.6211 4.8944
H -0.6914 0.6620 3.9001
H -3.1338 0.3005 8.1576
H -3.3184 1.9042 7.3556
H -3.4653 0.4407 6.4008
H -1.3342 3.4246 6.6427
H 0.2777 2.8670 6.2161
H -0.9700 2.7247 5.0128
H -0.3622 -0.1407 8.9270
H -0.3480 1.5922 9.0117
H 0.9915 0.7794 8.2044
H -1.3170 -4.8198 0.6090
H 0.6901 -6.3599 3.0934
H 1.9426 -5.4115 2.3546
H 0.5443 -5.7737 1.4051
H -0.1934 -4.6977 4.9677
H -1.4758 -3.8491 4.0715
H -1.2011 -5.5260 3.7706
H 0.7536 -1.3737 -0.3707
H 1.6234 -4.1540 0.1308
H 2.1942 -3.0902 1.3981
H 3.4367 -3.5578 -0.9611
H 3.6711 -2.0421 -0.1435
H 2.4959 -2.2051 -1.5084
C 2.6317 0.0732 -6.9579
O 3.7816 -0.1612 -6.1596
C 3.6875 0.4285 -4.8756
C 3.3594 -0.6009 -3.8155
O 2.0415 -1.1170 -3.9740
C 2.0221 -2.4085 -4.5633
H 2.7048 -0.5535 -7.8455
H 1.7112 -0.1804 -6.4249
H 2.5976 1.1223 -7.2690
H 2.9483 1.2363 -4.8697
H 4.6659 0.8651 -4.6498
H 3.3928 -0.1157 -2.8343
H 4.0974 -1.4083 -3.8208
H 2.3911 -3.1574 -3.8538
H 2.6205 -2.4427 -5.4757
H 0.9891 -2.6457 -4.8142
C 0.7736 6.3967 -8.7673
O -0.3161 5.4891 -8.7621
C 0.0528 4.1772 -9.1586
C 0.1732 3.2527 -7.9664
O 1.2718 3.6102 -7.1359
C 0.8691 4.3004 -5.9678
H 0.4450 7.3157 -8.2843
H 1.6326 5.9999 -8.2205
H 1.0699 6.6287 -9.7951
H 0.9847 4.1891 -9.7314
H -0.7407 3.8037 -9.8135
H 0.3613 2.2360 -8.3276
H -0.7592 3.2411 -7.3941
H 0.3709 3.6138 -5.2721
H 0.2017 5.1333 -6.2002
H 1.7641 4.6945 -5.4870